(1)
Molecular formula: C5H10O
Method: DFT, ωB97M-V/def2-TZVPD

Each line ends with the natural charge from an NBO analysis.
Atoms and positions in Å:
C  0.29814  1.14115  -0.08192  -0.008
C  -0.87513  0.86966  -0.92520  -0.327
C  -1.00831  -1.22991  -0.17473  -0.614
C  0.16950  -0.04034  0.90768  -0.198
C  1.30759  -0.74933  1.24401  -0.403
O  1.52520  1.02750  -0.80066  -0.717
H  1.52098  1.70873  -1.48404  0.471
H  0.26468  2.08864  0.47065  0.173
H  -0.73383  0.68624  -1.98198  0.205
H  -1.84613  1.20684  -0.58542  0.195
H  -0.64673  0.14358  1.59790  0.221
H  -0.46568  -1.63396  -1.02453  0.208
H  -0.95587  -1.95592  0.63625  0.195
H  -2.07073  -1.12538  -0.38203  0.196
H  1.23365  -1.76430  1.61419  0.189
H  2.28266  -0.37320  0.96983  0.214

For the LUMO energy (spin up / spin down), the calculation gives 0.11 / 0.47 eV. Its spin multiplicity is 1. The gap between HOMO and LUMO (spin up / spin down) comes out at 7.36 / 7.94 eV.

***

(2)
Molecular formula: C33H45CoN2P2
Method: DFT, ωB97M-V/def2-TZVPD

Each line ends with the Mulliken charge.
Atoms and positions in Å:
Co  0.27016  0.13071  -1.15852  -0.848
C  0.39023  -4.71727  -2.42767  -1.558
C  -0.30596  -3.44596  -1.94254  0.894
C  -0.86979  -3.66676  -0.53690  -1.433
P  0.79073  -1.96575  -1.92425  1.103
C  1.84366  -2.04932  -3.41989  0.602
C  0.96092  -1.98405  -4.66802  -1.569
C  2.86596  -0.91614  -3.40690  -1.473
C  1.88870  -2.16001  -0.49362  -0.935
C  3.05758  -2.91159  -0.48099  -0.277
C  3.89631  -2.93314  0.62385  0.519
C  5.14800  -3.76068  0.65078  -1.715
C  3.54020  -2.13186  1.70893  -0.926
C  2.38708  -1.36709  1.72073  -1.492
C  1.50985  -1.39802  0.63122  0.699
N  0.31207  -0.68325  0.49715  1.630
C  -0.46085  -0.14063  1.50822  0.031
C  -0.37484  -0.51999  2.85967  -0.949
C  -1.20783  0.03961  3.81067  -1.094
C  -2.17875  0.98551  3.48878  0.114
C  -3.08145  1.57957  4.53163  -1.793
C  -2.31937  1.30073  2.14569  -0.556
C  -1.49607  0.76777  1.15671  0.212
P  -1.83136  0.90288  -0.62120  1.571
C  -3.49866  0.15026  -0.82717  0.441
C  -3.60991  -1.20799  -0.13898  -1.480
C  -3.87661  0.02685  -2.30203  -1.512
C  -2.15293  2.64725  -1.17927  0.844
C  -0.94734  3.32197  -1.83243  -1.544
C  -2.77998  3.59135  -0.15622  -1.755
H  -0.30395  -5.55703  -2.37055  0.464
H  0.73900  -4.65399  -3.45617  0.364
H  1.24118  -4.95783  -1.78714  0.258
H  -1.12531  -3.19458  -2.62463  0.569
H  -0.10667  -4.11004  0.10440  0.390
H  -1.19595  -2.74012  -0.06254  -0.130
H  -1.71415  -4.35487  -0.57818  0.548
H  2.37526  -3.00460  -3.40255  0.390
H  0.33244  -1.08974  -4.66072  0.264
H  1.58375  -1.93866  -5.56190  0.481
H  0.30525  -2.84858  -4.76382  0.339
H  2.38145  0.06408  -3.33399  0.230
H  3.56420  -1.00313  -2.57491  0.284
H  3.43722  -0.92336  -4.33577  0.508
H  3.33554  -3.48270  -1.35966  0.228
H  5.35382  -4.19538  -0.32643  0.337
H  6.01055  -3.16037  0.94109  0.386
H  5.06457  -4.57910  1.36707  0.344
H  4.19695  -2.08739  2.56915  0.424
H  2.20379  -0.72187  2.56446  0.673
H  0.30230  -1.29930  3.16674  0.826
H  -1.10627  -0.28715  4.83880  0.383
H  -2.70947  1.37238  5.53388  0.399
H  -3.16137  2.66156  4.42195  0.388
H  -4.08997  1.16851  4.46620  0.341
H  -3.12335  1.96635  1.85911  0.401
H  -4.17609  0.85888  -0.33376  0.530
H  -3.10000  -1.97480  -0.72420  0.221
H  -3.19573  -1.20833  0.86877  0.240
H  -4.65992  -1.49440  -0.07173  0.548
H  -3.11642  -0.53650  -2.84868  0.270
H  -4.81596  -0.51929  -2.39437  0.426
H  -4.01119  0.98548  -2.80091  0.396
H  -2.88976  2.48605  -1.97358  0.227
H  -0.27229  3.73921  -1.08824  0.325
H  -0.36888  2.64969  -2.47338  0.229
H  -1.29057  4.14672  -2.45847  0.507
H  -2.10343  3.76364  0.68221  0.410
H  -2.97659  4.55515  -0.62807  0.438
H  -3.72995  3.22542  0.23324  0.360
N  1.46482  1.66412  -0.45122  -0.536
C  1.48764  2.46944  0.37243  0.505
C  1.49429  3.48520  1.38218  0.154
C  2.02383  4.74322  1.10271  -0.472
C  1.99357  5.71040  2.09138  -0.660
C  1.44037  5.41824  3.33191  -0.396
C  0.91449  4.16140  3.59914  -0.849
C  0.93696  3.17911  2.62406  -0.005
H  2.45093  4.95304  0.13215  0.520
H  2.40147  6.69185  1.89654  0.412
H  1.42125  6.17914  4.09977  0.413
H  0.48774  3.94350  4.56838  0.458
H  0.52883  2.19630  2.81043  0.488

Its expectation value of S² is 0.93. For the LUMO energy (spin up / spin down), the calculation gives -3.56 / -2.74 eV. Its spin multiplicity is 2. The gap between HOMO and LUMO (spin up / spin down) comes out at 5.99 / 6.81 eV. Its net charge is +1.

***

> What is the formula in the second record?

C33H45CoN2P2

***

> Which value of spin multiplicity does entry 2 give?

2

***

> Which value of spin multiplicity does entry 1 give?

1